1.
Molecular formula: C35H59N4O6P
Method: DFT, the ωB97M-V functional and the def2-TZVPD basis

The geometry in XYZ format:
```
105
Properties=species:S:1:pos:R:3
C -7.256 -0.828 2.125
C -7.086 -1.929 0.971
C -5.605 -2.478 1.063
C -4.525 -1.516 0.400
C -3.055 -2.054 0.589
C -2.640 -3.276 -0.174
N -1.417 -3.882 -0.154
C -0.597 -3.199 0.747
C 0.807 -3.756 0.944
C 1.227 -5.044 0.134
C 1.274 -6.275 1.151
N 0.245 -6.675 1.812
C 1.769 -3.166 1.880
C 1.394 -1.931 2.730
C 2.436 -1.364 3.746
C 3.748 -0.740 3.095
C 3.545 -0.083 1.686
O 3.276 -0.669 0.653
N 3.747 1.365 1.604
C 2.633 2.103 2.170
C 2.796 2.627 3.564
C 1.741 3.433 4.244
C 0.451 3.748 3.547
C 0.311 3.215 2.170
C 1.360 2.409 1.487
C 0.019 -1.387 2.531
P -0.425 0.099 3.604
O -1.581 0.920 3.084
C -0.966 -2.014 1.552
N -2.221 -1.412 1.454
H -6.751 0.135 1.816
H -8.332 -0.608 2.367
H -6.767 -1.218 3.064
H -7.836 -2.770 1.102
H -7.315 -1.402 -0.006
H -5.595 -3.494 0.566
H -5.355 -2.673 2.154
H -4.622 -0.452 0.759
H -4.773 -1.496 -0.707
H -3.422 -3.749 -0.840
H 2.252 -4.957 -0.319
H 0.512 -5.296 -0.693
H 2.245 -6.821 1.356
H -0.571 -6.099 1.552
H 2.786 -3.634 2.015
H 2.003 -0.634 4.492
H 2.782 -2.247 4.373
H 4.096 0.079 3.798
H 4.619 -1.464 3.048
H 3.969 1.652 0.648
H 3.720 2.438 4.169
H 1.891 3.843 5.283
H -0.342 4.373 4.037
H -0.640 3.443 1.625
H 1.184 2.042 0.441
H -0.749 -0.461 4.889
H 0.736 0.929 3.768
C 0.919 7.803 -0.492
C 1.467 6.549 -1.155
C 0.363 5.752 -1.829
O 2.111 5.736 -0.175
H 0.192 7.546 0.285
H 1.721 8.360 -0.002
H 0.434 8.456 -1.221
H 2.223 6.825 -1.894
H -0.385 5.426 -1.097
H 0.768 4.851 -2.291
H -0.138 6.344 -2.598
H 1.450 5.485 0.484
C 1.807 2.991 -5.212
C 1.501 4.401 -5.693
C 2.208 4.705 -7.003
O 1.914 5.341 -4.700
H 2.880 2.864 -5.032
H 1.302 2.790 -4.264
H 1.487 2.248 -5.944
H 0.423 4.519 -5.821
H 3.295 4.637 -6.886
H 1.988 5.724 -7.330
H 1.899 4.011 -7.788
H 2.866 5.245 -4.578
C 1.608 -6.810 5.977
C 0.799 -5.531 6.127
C -0.639 -5.829 6.522
O 0.815 -4.812 4.896
H 1.187 -7.447 5.193
H 2.636 -6.582 5.683
H 1.630 -7.376 6.912
H 1.262 -4.890 6.882
H -1.135 -6.433 5.757
H -1.210 -4.903 6.616
H -0.684 -6.366 7.473
H 0.405 -5.378 4.227
C -0.415 0.084 -7.100
C -0.667 1.197 -8.106
C -1.097 0.637 -9.453
O 0.522 1.970 -8.270
H 0.388 -0.576 -7.443
H -0.097 0.498 -6.141
H -1.314 -0.515 -6.941
H -1.439 1.869 -7.725
H -0.316 -0.004 -9.875
H -1.264 1.445 -10.169
H -2.016 0.054 -9.364
H 1.213 1.386 -8.607
```

Output
orbital gap = 8.166 eV
energy = -2380.68482 hartree
HOMO = -8.7 eV
charge = 0



2.
Molecular formula: C35H60GeN3O3RhS2Si2
Method: DFT, the ωB97M-V functional and the def2-TZVPD basis

The geometry in XYZ format:
```
107
Properties=species:S:1:pos:R:3
Rh 1.200 -0.247 -1.311
C -1.163 -3.818 3.506
Si -0.173 -4.929 2.379
C 1.177 -5.787 3.334
C -1.307 -6.134 1.519
C 0.723 -4.020 0.932
C 1.483 -4.881 0.134
C 2.194 -4.421 -0.957
C 2.110 -3.082 -1.261
N 1.371 -2.214 -0.560
C 0.711 -2.687 0.534
S -0.317 -1.563 1.482
H -1.591 -4.464 4.277
H -1.998 -3.324 3.005
H -0.559 -3.062 4.007
H 0.748 -6.326 4.181
H 1.902 -5.073 3.730
H 1.719 -6.517 2.731
H -1.772 -6.805 2.244
H -0.784 -6.756 0.791
H -2.110 -5.609 0.997
H 1.528 -5.936 0.379
H 2.789 -5.079 -1.573
H 2.619 -2.675 -2.126
N 0.917 1.682 -2.008
C 1.471 1.990 -3.354
C 2.992 1.990 -3.408
C 3.650 0.624 -3.289
N 3.464 0.088 -1.919
H -0.080 1.886 -2.027
H 1.307 2.318 -1.314
H 1.095 2.966 -3.669
H 1.066 1.256 -4.053
H 3.400 2.661 -2.644
H 3.280 2.421 -4.368
H 4.710 0.702 -3.537
H 3.199 -0.075 -3.998
H 3.823 0.775 -1.260
H 4.031 -0.744 -1.778
Ge -1.032 -0.875 -2.125
C -1.626 0.444 -3.404
C -2.452 1.467 -2.931
C -2.961 2.425 -3.798
C -2.645 2.370 -5.148
C -1.830 1.355 -5.633
C -1.323 0.399 -4.766
C -0.741 -2.672 -2.765
C 0.050 -2.966 -3.878
C 0.215 -4.276 -4.302
C -0.404 -5.309 -3.611
C -1.185 -5.031 -2.497
C -1.350 -3.719 -2.074
H -2.017 -0.867 -0.942
H -2.721 1.511 -1.879
H -3.616 3.200 -3.424
H -3.043 3.113 -5.827
H -1.601 1.305 -6.689
H -0.713 -0.401 -5.168
H 0.539 -2.174 -4.436
H 0.814 -4.493 -5.176
H -0.286 -6.331 -3.947
H -1.677 -5.835 -1.966
H -1.969 -3.517 -1.206
C 0.229 5.145 1.760
C 0.381 4.467 0.408
C 1.605 4.998 -0.319
C -0.873 4.615 -0.438
O 0.643 3.025 0.629
Si -0.163 2.065 1.662
S 0.722 0.132 0.806
O 0.341 2.091 3.164
C 1.515 1.830 3.987
C 1.517 0.351 4.334
C 2.763 2.232 3.219
C 1.334 2.685 5.229
O -1.738 2.197 1.527
C -2.951 1.629 2.121
C -3.812 2.818 2.510
C -2.596 0.796 3.339
C -3.609 0.799 1.035
H -0.043 6.191 1.623
H 1.160 5.104 2.324
H -0.562 4.681 2.353
H 1.553 6.084 -0.388
H 1.667 4.617 -1.341
H 2.515 4.735 0.221
H -1.006 5.662 -0.712
H -1.760 4.283 0.099
H -0.790 4.035 -1.361
H 1.628 -0.269 3.441
H 0.592 0.079 4.843
H 2.350 0.131 5.002
H 2.882 1.623 2.319
H 3.646 2.086 3.842
H 2.719 3.281 2.928
H 0.425 2.401 5.759
H 1.267 3.739 4.961
H 2.181 2.553 5.902
H -3.322 3.412 3.281
H -4.771 2.476 2.898
H -4.001 3.452 1.643
H -2.083 1.398 4.088
H -1.960 -0.053 3.079
H -3.507 0.398 3.785
H -3.819 1.415 0.160
H -4.551 0.388 1.399
H -2.970 -0.032 0.728
```

Output
energy above the lowest of the compared OMol25 structures with the same formula, charge and spin = 0.000 eV
orbital gap = 7.244 eV
energy = -5322.25794 hartree
HOMO = -13.7 eV
charge = +2



3.
Molecular formula: C35H60O22S3
Method: DFT, the ωB97M-V functional and the def2-TZVPD basis

The geometry in XYZ format:
```
120
Properties=species:S:1:pos:R:3
C -27.312 -5.755 -21.230
C -28.307 -5.053 -20.318
C -29.296 -5.887 -19.487
O -29.134 -5.439 -18.125
C -28.117 -4.590 -18.064
O -27.623 -4.137 -17.067
O -27.573 -4.413 -19.265
H -26.594 -6.372 -20.695
H -26.764 -4.965 -21.739
H -27.946 -6.348 -21.893
H -28.863 -4.312 -20.897
H -29.016 -6.938 -19.592
H -30.337 -5.787 -19.776
C -18.177 -2.672 -21.075
C -19.493 -2.044 -20.637
C -19.411 -0.784 -19.708
O -20.294 0.116 -20.290
C -20.719 -0.313 -21.512
O -21.284 0.412 -22.274
O -20.203 -1.510 -21.757
H -17.462 -1.964 -21.497
H -18.396 -3.360 -21.894
H -17.686 -3.197 -20.258
H -20.092 -2.795 -20.127
H -18.405 -0.406 -19.517
H -19.712 -1.159 -18.723
C -24.651 3.342 -14.497
C -24.156 2.042 -13.912
C -24.437 0.878 -14.891
O -23.168 0.354 -15.259
C -22.202 0.942 -14.519
O -21.028 0.810 -14.630
O -22.749 1.963 -13.807
H -24.042 3.659 -15.343
H -24.632 4.168 -13.777
H -25.721 3.288 -14.707
H -24.630 1.822 -12.954
H -24.878 1.268 -15.810
H -25.114 0.151 -14.443
C -21.150 -6.439 -22.919
C -21.408 -5.754 -24.257
C -20.163 -5.732 -25.178
O -20.725 -6.352 -26.345
C -21.978 -6.764 -26.198
O -22.616 -7.293 -27.053
O -22.451 -6.443 -24.966
H -20.688 -5.718 -22.237
H -20.548 -7.345 -22.984
H -22.055 -6.695 -22.364
H -21.725 -4.722 -24.145
H -19.326 -6.375 -24.905
H -19.827 -4.730 -25.432
C -23.455 -1.446 -17.939
C -23.171 -2.869 -18.420
C -24.444 -3.715 -18.592
O -24.365 -4.244 -19.927
C -23.326 -3.653 -20.569
O -23.114 -3.777 -21.738
O -22.718 -2.805 -19.768
H -23.650 -1.365 -16.876
H -24.183 -0.981 -18.605
H -22.518 -0.912 -18.141
H -22.537 -3.340 -17.668
H -25.357 -3.126 -18.579
H -24.282 -4.502 -17.857
C -26.420 -3.015 -13.049
C -25.070 -3.103 -13.664
O -24.175 -2.366 -13.292
C -24.823 -4.056 -14.786
H -27.133 -2.473 -13.685
H -26.375 -2.480 -12.104
H -26.929 -3.982 -13.031
H -24.864 -5.096 -14.443
H -23.767 -3.926 -15.026
H -25.578 -3.919 -15.562
C -19.722 -8.489 -16.305
C -21.119 -9.049 -15.929
C -22.141 -7.887 -15.892
S -21.318 -6.511 -16.881
O -20.871 -5.447 -16.018
O -22.094 -6.207 -18.083
C -19.905 -7.508 -17.434
H -19.069 -9.334 -16.510
H -19.392 -7.956 -15.411
H -21.144 -9.564 -14.971
H -21.423 -9.797 -16.666
H -22.185 -7.568 -14.855
H -23.064 -8.041 -16.438
H -19.054 -6.841 -17.566
H -20.116 -7.951 -18.406
C -24.930 3.346 -20.988
C -23.884 2.330 -21.620
C -24.132 1.012 -20.894
S -25.899 0.829 -21.151
O -26.553 0.174 -20.039
O -26.077 0.337 -22.503
C -26.235 2.597 -21.122
H -24.860 4.214 -21.641
H -24.743 3.662 -19.964
H -22.864 2.701 -21.634
H -24.273 2.343 -22.638
H -24.036 1.063 -19.807
H -23.618 0.117 -21.237
H -26.907 2.727 -20.271
H -26.839 2.809 -22.004
C -25.387 -2.418 -24.015
C -25.514 -3.842 -24.588
C -24.772 -3.884 -25.896
S -23.518 -2.576 -25.932
O -23.710 -1.636 -27.018
O -22.231 -3.238 -25.706
C -23.979 -1.867 -24.312
H -25.531 -2.475 -22.937
H -26.010 -1.615 -24.414
H -26.550 -4.179 -24.569
H -25.026 -4.504 -23.866
H -25.416 -3.701 -26.764
H -24.260 -4.799 -26.195
H -23.804 -0.798 -24.320
H -23.289 -2.444 -23.693
```

Output
orbital gap = 9.767 eV
energy = -4219.48441 hartree
HOMO = -9.6 eV
charge = 0



4.
Molecular formula: C35H61N15O2SSb
Method: DFT, the ωB97M-V functional and the def2-TZVPD basis

The geometry in XYZ format:
```
115
Properties=species:S:1:pos:R:3
C 0.704 1.608 1.284
C 0.100 1.424 -0.118
C 1.237 1.387 -1.157
C -0.882 2.552 -0.460
Sb -2.390 3.254 1.042
C -4.008 1.942 -0.021
S -3.741 0.262 -0.068
O -3.468 -0.248 1.258
O -4.721 -0.464 -0.858
H 1.732 1.235 1.331
H 0.112 1.070 2.030
H 0.680 2.662 1.578
H -0.409 0.453 -0.193
H 0.834 1.266 -2.168
H 1.774 2.345 -1.110
H 1.964 0.601 -0.938
H -1.445 2.303 -1.373
H -0.289 3.449 -0.688
H -2.784 4.548 -0.057
H -3.649 3.837 2.175
H -2.095 1.905 2.116
H -1.160 4.224 1.857
H -4.959 2.025 0.521
H -4.137 2.253 -1.064
H -2.584 0.178 -0.766
C -3.656 7.065 4.066
C -2.796 6.912 2.903
N -2.117 6.762 1.991
H -4.549 6.456 3.935
H -3.129 6.735 4.960
H -3.939 8.110 4.188
C 1.225 -2.875 -2.513
C 2.329 -1.982 -2.191
N 3.195 -1.276 -1.923
H 1.441 -3.416 -3.433
H 1.085 -3.591 -1.703
H 0.311 -2.296 -2.641
C -2.428 -2.742 2.637
C -1.277 -3.631 2.705
N -0.365 -4.330 2.759
H -2.114 -1.701 2.669
H -2.969 -2.891 1.706
H -3.096 -2.940 3.474
C -1.106 -6.395 5.374
C -1.941 -6.256 6.560
N -2.598 -6.147 7.495
H -0.632 -5.448 5.126
H -0.335 -7.142 5.555
H -1.712 -6.706 4.525
C -5.150 -0.860 -3.999
C -4.074 -0.822 -4.978
N -3.238 -0.816 -5.768
H -5.890 -1.592 -4.320
H -4.763 -1.126 -3.016
H -5.620 0.119 -3.924
C 5.003 -4.433 -2.389
C 4.269 -4.946 -3.536
N 3.686 -5.370 -4.431
H 5.224 -3.376 -2.533
H 4.401 -4.552 -1.490
H 5.936 -4.984 -2.274
C 3.249 -8.373 -1.878
C 3.087 -7.167 -1.078
N 2.939 -6.229 -0.433
H 2.474 -8.409 -2.643
H 4.223 -8.378 -2.363
H 3.160 -9.249 -1.240
C 1.250 -10.674 1.203
C 2.261 -11.153 0.269
N 3.061 -11.512 -0.470
H 0.399 -11.353 1.207
H 1.671 -10.620 2.205
H 0.914 -9.681 0.907
C -4.655 -2.841 -8.173
C -5.775 -2.831 -7.242
N -6.637 -2.801 -6.483
H -4.139 -1.883 -8.122
H -3.956 -3.627 -7.896
H -5.013 -3.016 -9.186
C 0.296 4.054 -3.816
C -0.621 4.929 -3.099
N -1.357 5.603 -2.532
H 0.614 3.249 -3.155
H -0.199 3.629 -4.687
H 1.171 4.616 -4.139
C 1.145 8.835 2.630
C 0.412 9.236 3.818
N -0.178 9.527 4.761
H 1.870 9.607 2.376
H 1.662 7.897 2.820
H 0.463 8.681 1.796
C 2.834 4.360 2.030
C 2.495 5.548 1.253
N 2.222 6.449 0.594
H 3.415 3.672 1.420
H 3.414 4.637 2.908
H 1.923 3.854 2.346
C 2.054 0.098 4.691
C 2.867 1.105 4.022
N 3.492 1.903 3.483
H 1.371 -0.350 3.970
H 2.692 -0.677 5.111
H 1.475 0.562 5.487
C 1.597 10.659 7.518
C 2.588 10.158 8.461
N 3.370 9.764 9.205
H 1.126 9.837 6.981
H 0.828 11.215 8.052
H 2.074 11.318 6.796
C 3.458 -4.857 -7.868
C 2.763 -4.173 -8.951
N 2.214 -3.642 -9.808
H 4.043 -5.681 -8.273
H 4.123 -4.167 -7.354
H 2.746 -5.248 -7.144
```

Output
orbital gap = 5.690 eV
energy = -2980.22331 hartree
HOMO = -4.4 eV
charge = -1